Record 1
ORCA calculation (ωB97M-V with the def2-TZVPD basis set) on a structure of composition C30H43CsGeN7O5.

Results
* energy: -4025.55647 Eh
* ΔE to the lowest compared entry with this formula, charge and spin: 0.0 kJ/mol
* 2S+1: 2
* charge: 0
* gap between HOMO and LUMO (spin up / spin down): 5.67 / 5.25 eV
* LUMO (spin up / spin down): -0.0396 / -0.0548 Ha

Cartesian coordinates (Å):
1 Cs -1.12086 0.92411 -0.92295
2 C -2.09110 5.11847 -2.31357
3 C -1.36499 4.86070 -0.99488
4 C -1.51127 6.09876 -0.10539
5 C 0.12002 4.59769 -1.28079
6 O -1.95355 3.71185 -0.40782
7 Ge -1.88477 3.39216 1.48370
8 O -2.80944 1.74196 1.28318
9 C -4.20105 1.57250 1.45324
10 C -4.42062 0.12435 1.88421
11 C -4.90440 1.82750 0.11450
12 C -4.78436 2.51076 2.51295
13 O -0.21180 2.50195 1.31139
14 C 0.52997 1.94256 2.37805
15 C 0.10086 0.48380 2.60040
16 C 0.34848 2.73122 3.67733
17 C 1.99990 1.99111 1.96385
18 H -1.69431 6.00294 -2.81691
19 H -3.15658 5.27199 -2.12702
20 H -1.96362 4.26592 -2.98418
21 H -1.16256 6.98853 -0.63466
22 H -0.93064 6.00039 0.81303
23 H -2.55711 6.24367 0.17257
24 H 0.59985 5.48680 -1.69743
25 H 0.22607 3.78775 -2.00937
26 H 0.63190 4.30593 -0.36312
27 H -3.98632 -0.55568 1.14805
28 H -5.48390 -0.10520 1.98755
29 H -3.92997 -0.05292 2.84268
30 H -4.56575 1.09924 -0.62768
31 H -4.64660 2.83380 -0.22599
32 H -5.99111 1.74463 0.20075
33 H -4.24028 2.39928 3.45253
34 H -5.83718 2.27894 2.68994
35 H -4.70832 3.55502 2.20525
36 H -0.97393 0.43817 2.78158
37 H 0.63124 0.04637 3.44995
38 H 0.32535 -0.12399 1.71942
39 H -0.67890 2.66132 4.03982
40 H 0.57696 3.78583 3.51341
41 H 1.01179 2.34577 4.45503
42 H 2.13578 1.45130 1.02303
43 H 2.64463 1.53793 2.72094
44 H 2.30905 3.02649 1.81150
45 C 7.09235 -6.56644 4.02606
46 O 5.70203 -6.61619 3.74945
47 C 5.30367 -6.40205 2.47460
48 C 6.17439 -6.16503 1.40805
49 C 5.66331 -5.94475 0.14615
50 C 4.27645 -5.94847 -0.08031
51 C 3.40733 -6.20174 1.00938
52 C 3.92135 -6.42703 2.26179
53 N 3.84145 -5.63191 -1.33084
54 N 2.53819 -5.73886 -1.53282
55 C 1.77766 -4.75101 -1.83609
56 C 0.37994 -5.10774 -2.10284
57 C -0.60399 -4.20969 -2.10992
58 C -0.33743 -2.79949 -1.79628
59 O -1.22661 -2.02457 -1.52342
60 C 1.11014 -2.36663 -1.79949
61 N 1.32700 -1.05441 -1.72610
62 C 2.57315 -0.61424 -1.78068
63 C 3.66701 -1.46520 -1.85490
64 C 3.45340 -2.82833 -1.86484
65 C 2.14211 -3.31286 -1.83946
66 H 7.19216 -6.74282 5.09270
67 H 7.50731 -5.58654 3.77939
68 H 7.63362 -7.34165 3.47918
69 H 7.24378 -6.14854 1.55626
70 H 6.32234 -5.75483 -0.69059
71 H 2.34013 -6.21424 0.84287
72 H 3.27582 -6.61947 3.10836
73 H 0.18451 -6.16348 -2.24084
74 H -1.63965 -4.48664 -2.25427
75 H 2.70746 0.46213 -1.76237
76 H 4.66818 -1.05918 -1.89679
77 H 4.28097 -3.51851 -1.90443
78 N -4.33378 2.66468 -3.01870
79 C -4.22387 2.95548 -4.33063
80 N -5.29584 3.53507 -4.92492
81 N -3.19103 2.66655 -5.07821
82 C -2.21395 1.96898 -4.52279
83 N -1.32953 1.35646 -4.09095
84 H -5.14141 2.95701 -2.49732
85 H -3.50508 2.49777 -2.46874
86 H -5.93685 4.07669 -4.37394
87 H -5.15478 3.82006 -5.87884

---

Record 2
ORCA calculation (ωB97M-V with the def2-TZVPD basis set) on a cluster of 3 separate species, C26H47BF6N3O10P2 in total at a distorted geometry.

Results
* energy: -3241.77821 Eh
* 2S+1: 1
* charge: -1
* gap between HOMO and LUMO: 5.48 eV
* LUMO: 0.0471 Ha

Cartesian coordinates (Å):
1 C -0.14363 -5.62604 7.37399
2 C 0.82066 -5.47937 6.21078
3 C 0.16317 -5.21114 4.74392
4 N 0.55338 -4.01104 3.99226
5 C 0.41269 -2.66514 4.60584
6 P 2.16365 -2.33728 5.40479
7 O 2.34782 -0.89241 5.99901
8 C -0.65076 -2.46337 5.81888
9 O -1.83685 -3.11355 5.99213
10 O -0.45698 -1.44540 6.91037
11 C 0.14639 -1.65415 3.28458
12 C 0.23046 -0.03981 3.74943
13 C 1.68180 0.65348 3.29358
14 N 1.81101 1.96220 4.05691
15 O 1.18884 -1.81148 2.35907
16 C 1.11768 -2.26293 1.04265
17 C 0.30433 -1.47820 -0.12254
18 C -0.11180 0.07130 0.15144
19 C -1.58563 0.43662 0.11715
20 C 0.82982 -3.89297 0.78330
21 N 0.72236 -4.23631 -0.70202
22 C -0.13940 -5.45504 -0.94590
23 P 2.97410 -2.17577 0.39621
24 C 4.19164 -2.30835 1.88958
25 C 3.37850 -0.50349 -0.39855
26 C 4.35278 0.47468 0.54722
27 B -1.42195 -1.85947 2.89017
28 O -2.48893 -1.07322 3.61330
29 O -1.98848 -2.71964 1.81913
30 C -2.60908 -3.90316 2.50270
31 H -0.51621 -6.67177 7.77723
32 H -0.59804 -4.65206 7.88077
33 H 1.95358 -5.59646 6.47869
34 H -1.02173 -5.30644 4.85877
35 H 0.45603 -6.16347 4.08227
36 H 1.50215 -4.12458 3.53144
37 H 2.41635 -3.24328 6.53524
38 H 3.24980 -2.56915 4.48760
39 H -0.57685 0.61854 3.16510
40 H 0.17647 0.09492 4.90948
41 H 1.74470 0.89029 2.15275
42 H 2.61252 0.00257 3.56879
43 H 2.75848 2.08214 4.47883
44 H 1.64220 2.71349 3.33298
45 H 0.89698 -1.51289 -1.15861
46 H -0.71404 -2.05801 -0.35418
47 H 0.61172 0.98947 0.30285
48 H -2.10802 0.23884 -0.93780
49 H -2.18557 0.81517 1.05109
50 H -0.01676 -4.33443 1.44597
51 H 1.83168 -4.43420 1.14551
52 H 1.67517 -4.34038 -1.11462
53 H -1.01264 -5.60792 -0.18232
54 H -0.58068 -5.34276 -2.04947
55 H 0.60188 -6.38875 -1.00309
56 H 4.09683 -3.34017 2.46624
57 H 5.29447 -2.26509 1.44069
58 H 4.08874 -1.38709 2.62566
59 H 4.06514 -0.74211 -1.34744
60 H 2.48171 0.11543 -0.81669
61 H 4.52581 1.44802 -0.11217
62 H 5.40645 -0.04123 0.73983
63 H 3.84206 0.80048 1.54675
64 H -3.03608 -0.58034 2.90494
65 H -3.45679 -4.36201 1.83144
66 H -1.76802 -4.67179 2.79334
67 H -3.14208 -3.59576 3.52321
68 C -0.84937 4.14884 -5.38535
69 C -0.79119 3.50132 -4.01302
70 O -0.31429 2.14883 -4.10145
71 C 1.03294 2.00055 -4.30029
72 O 1.81776 2.94212 -4.40336
73 C 1.41969 0.52434 -4.34333
74 F 0.62430 -0.20387 -5.17848
75 F 1.32718 -0.06631 -3.11779
76 F 2.69894 0.32146 -4.76764
77 H -1.45647 3.54552 -6.06779
78 H -1.27392 5.15335 -5.32268
79 H 0.14668 4.22581 -5.83405
80 H -1.80170 3.45558 -3.59130
81 H -0.17751 4.08161 -3.31344
82 C -3.38342 9.39159 -8.93996
83 C -4.05376 9.43379 -7.57805
84 O -4.67054 8.17358 -7.26828
85 C -3.82078 7.16747 -6.89116
86 O -2.59994 7.29566 -6.81222
87 C -4.59496 5.89462 -6.55776
88 F -5.50004 5.56138 -7.52223
89 F -5.30086 6.01252 -5.39709
90 F -3.78894 4.80638 -6.40376
91 H -4.09964 9.08724 -9.70982
92 H -2.97273 10.36964 -9.20071
93 H -2.56773 8.66114 -8.96202
94 H -4.85223 10.18435 -7.59080
95 H -3.35250 9.72475 -6.78665

---

Record 3
ORCA calculation (ωB97M-V with the def2-TZVPD basis set) on the molecule C2H8N4O2 at a distorted geometry.

Results
* energy: -450.44467 Eh
* ΔE to the lowest compared entry with this formula, charge and spin: 369.7 kJ/mol
* 2S+1: 1
* SMILES: CN(N)N(N)C(=O)O
* charge: 0
* gap between HOMO and LUMO: 9.66 eV
* LUMO: 0.0246 Ha

Cartesian coordinates (Å):
1 C 1.44876 0.27023 1.19672
2 N 0.91730 -0.21337 -0.07072
3 N 1.26407 0.69893 -1.10980
4 N -0.48847 -0.36956 0.01537
5 N -1.01371 -1.65011 -0.23628
6 C -1.33364 0.76290 -0.15166
7 O -0.99657 1.88759 0.10506
8 O -2.59790 0.40296 -0.38347
9 H 1.06739 1.25993 1.46321
10 H 1.17695 -0.43922 1.97640
11 H 2.53034 0.30710 1.09599
12 H 1.00186 1.67424 -0.95982
13 H 1.04801 0.30580 -2.01946
14 H -0.57656 -2.06651 -1.05717
15 H -0.80451 -2.25627 0.55540
16 H -2.64331 -0.57462 -0.41978

---

Which of these has the lowest charge? C26H47BF6N3O10P2

---

What is the 2S+1 in the second record? 1

---

What is the formula in the third record? C2H8N4O2

---

Which value of energy does entry 3 give? -450.44467 Eh